1.
The following is a DFT calculation (ωB97M-V/def2-TZVPD) of a structure of composition C14H29Cl22INS.

```
68
Properties=species:S:1:pos:R:3:forces:R:3
S 0.904 -3.244 -0.167 0.29 0.39 0.27
C -0.314 -4.066 -1.329 0.06 -1.89 -1.42
C 0.268 -5.599 -1.619 0.35 1.04 -0.01
C 1.485 -5.507 -2.719 -0.39 0.08 -0.70
N 1.006 -5.091 -4.125 0.44 -0.31 1.95
I 2.789 -4.405 -5.004 -0.32 -0.11 -0.25
H 2.244 -3.547 -0.503 -1.87 -0.27 -0.36
H -0.366 -3.403 -2.298 0.00 -1.65 1.81
H -1.400 -4.228 -0.864 2.63 0.83 -0.57
H 0.728 -5.948 -0.574 -1.09 0.48 -2.28
H -0.614 -6.314 -1.938 1.85 1.41 0.46
H 2.257 -4.666 -2.403 -1.28 -2.09 0.17
H 1.957 -6.578 -2.795 -0.31 1.81 0.60
C -2.158 -0.231 0.474 -0.27 0.17 -0.10
Cl -0.647 0.569 0.024 0.06 0.07 0.02
Cl -2.010 -1.988 0.344 -0.41 0.22 0.19
H -2.405 0.030 1.506 0.44 -0.33 -1.03
H -2.953 0.109 -0.194 0.29 -0.15 0.01
C 4.687 -7.524 -7.199 -0.61 0.03 0.06
Cl 4.813 -8.051 -5.517 -0.05 -0.04 -0.16
Cl 6.286 -7.289 -7.914 0.16 -0.03 -0.20
H 4.150 -8.285 -7.771 0.28 0.10 0.18
H 4.138 -6.579 -7.236 0.21 -0.11 0.21
C -0.094 -4.387 3.067 0.21 -0.13 -0.38
Cl -1.648 -5.201 3.285 -0.09 -0.09 -0.01
Cl 0.135 -3.120 4.279 0.08 0.12 0.08
H 0.709 -5.122 3.165 -0.26 0.20 0.08
H -0.064 -3.937 2.072 -0.01 -0.07 0.29
C -0.295 4.460 -1.020 0.07 -0.33 -0.27
Cl -1.925 3.801 -1.205 0.01 0.04 -0.06
Cl -0.285 5.828 0.100 0.12 0.06 0.01
H 0.363 3.678 -0.632 -0.40 0.21 0.02
H 0.066 4.796 -1.995 -0.17 0.00 0.31
C 6.612 -11.248 -7.786 0.16 0.43 -0.04
Cl 7.311 -12.832 -7.424 0.12 -0.03 0.00
Cl 4.849 -11.337 -7.876 0.03 0.11 -0.03
H 6.893 -10.547 -6.996 -0.17 -0.23 -0.14
H 7.001 -10.899 -8.745 -0.17 -0.19 0.23
C 3.935 5.739 -0.520 0.21 0.12 0.05
Cl 3.082 7.276 -0.339 0.09 0.10 0.03
Cl 2.801 4.411 -0.795 0.14 0.03 0.06
H 4.616 5.807 -1.371 -0.47 0.04 0.29
H 4.503 5.538 0.392 -0.27 0.03 -0.24
C -3.138 6.430 2.222 0.43 -0.20 -0.03
Cl -3.991 7.968 2.402 0.04 0.18 0.04
Cl -4.272 5.102 1.946 0.08 -0.03 0.02
H -2.457 6.498 1.370 -0.36 -0.01 0.19
H -2.570 6.229 3.133 -0.28 0.06 -0.18
C -3.153 -0.927 4.294 -0.01 -0.54 -0.06
Cl -3.189 -0.574 6.026 0.00 -0.09 -0.01
Cl -3.031 0.559 3.345 -0.36 0.37 0.97
H -2.289 -1.559 4.078 -0.14 0.25 0.08
H -4.072 -1.451 4.019 0.20 0.27 0.10
C 7.192 4.233 -1.855 0.29 -0.33 -0.33
Cl 5.562 3.574 -2.040 0.47 -0.28 -0.22
Cl 7.201 5.601 -0.735 0.34 0.09 0.03
H 7.849 3.451 -1.467 -0.25 0.23 0.00
H 7.553 4.569 -2.830 -0.17 0.00 0.29
C -6.900 6.574 4.459 0.27 -0.14 -0.41
Cl -7.914 7.683 5.390 -0.11 0.10 -0.17
Cl -6.308 5.252 5.472 0.02 0.02 -0.11
H -7.489 6.157 3.638 0.08 0.09 0.32
H -6.046 7.125 4.058 -0.24 -0.13 0.22
C -8.385 9.375 8.507 0.02 0.12 -0.37
Cl -9.858 8.920 9.372 -0.08 0.03 -0.08
Cl -6.961 9.199 9.540 0.05 0.04 -0.11
H -8.272 8.729 7.633 -0.01 0.11 0.45
H -8.467 10.417 8.188 0.01 -0.26 0.22
```
Positions in Å, forces in eV/Å.

Calculated values
Gap between HOMO and LUMO = 4.37 eV
Charge = -1
DFT total energy = -310905.394 eV
F_max = 2.82 eV/A
Relative energy (zero: lowest compared OMol25 entry of this formula, charge and spin) = 63.8 kcal per mole
HOMO energy = -2.8 eV

Partial charges, Löwdin, in e: number 1, S, carries 0.560; number 2, C, carries -0.562; number 3, C, carries -0.279; number 4, C, carries -0.581; number 5, N, carries -0.661; number 6, I, carries 0.406; number 7, H, carries -0.107; number 8, H, carries 0.080; number 9, H, carries 0.053; number 10, H, carries 0.090; number 11, H, carries 0.103; number 12, H, carries -0.004; number 13, H, carries 0.074; number 14, C, carries -1.036; number 15, Cl, carries 0.503; number 16, Cl, carries 0.547; number 17, H, carries -0.136; number 18, H, carries 0.035; number 19, C, carries -1.040; number 20, Cl, carries 0.468; number 21, Cl, carries 0.472; number 22, H, carries 0.006; number 23, H, carries -0.015; number 24, C, carries -1.041; number 25, Cl, carries 0.482; number 26, Cl, carries 0.504; number 27, H, carries 0.033; number 28, H, carries -0.076; number 29, C, carries -1.066; number 30, Cl, carries 0.502; number 31, Cl, carries 0.520; number 32, H, carries -0.033; number 33, H, carries 0.026; number 34, C, carries -1.041; number 35, Cl, carries 0.490; number 36, Cl, carries 0.503; number 37, H, carries 0.019; number 38, H, carries 0.028; number 39, C, carries -1.080; number 40, Cl, carries 0.505; number 41, Cl, carries 0.542; number 42, H, carries -0.052; number 43, H, carries 0.018; number 44, C, carries -1.023; number 45, Cl, carries 0.516; number 46, Cl, carries 0.501; number 47, H, carries -0.046; number 48, H, carries 0.037; number 49, C, carries -0.990; number 50, Cl, carries 0.506; number 51, Cl, carries 0.597; number 52, H, carries -0.011; number 53, H, carries 0.039; number 54, C, carries -0.976; number 55, Cl, carries 0.555; number 56, Cl, carries 0.544; number 57, H, carries 0.033; number 58, H, carries 0.033; number 59, C, carries -1.031; number 60, Cl, carries 0.540; number 61, Cl, carries 0.504; number 62, H, carries 0.034; number 63, H, carries -0.031; number 64, C, carries -1.047; number 65, Cl, carries 0.493; number 66, Cl, carries 0.497; number 67, H, carries -0.064; number 68, H, carries 0.031

***

2.
The following is a DFT calculation (ωB97M-V/def2-TZVPD) of a cluster of 8 separate species, C18H55BO7 in total.

```
81
Properties=species:S:1:pos:R:3:forces:R:3
O -1.292 0.336 -0.076 -0.47 -0.54 2.47
H -0.555 0.787 -0.493 1.76 1.28 -1.00
H -1.249 -0.561 -0.416 -0.13 -1.53 -0.92
H -2.100 0.771 -0.358 -1.70 0.91 -0.44
B 0.903 1.630 -0.952 0.27 0.90 0.15
H 0.204 1.375 -1.734 -2.84 -0.56 -2.72
H 1.787 2.042 -1.414 3.13 1.56 -1.67
H 0.514 2.316 -0.215 -1.64 2.67 2.72
H 1.182 0.722 -0.440 0.98 -3.69 1.88
C -0.340 -0.253 3.147 0.52 -0.24 -1.10
C 0.668 -0.063 4.290 0.37 -1.60 1.09
C 0.289 -0.754 5.572 -0.06 -0.05 0.79
O 1.984 -0.304 3.949 -1.38 -0.36 1.45
H -0.071 0.293 2.243 -0.24 0.43 0.16
H -1.346 -0.047 3.512 0.24 0.04 -0.12
H -0.191 -1.290 2.849 -0.45 -0.28 0.18
H 0.635 1.008 4.490 0.04 1.37 -0.17
H 0.870 -0.395 6.421 0.40 -0.10 -0.15
H 0.387 -1.838 5.515 0.16 0.00 -0.17
H -0.734 -0.545 5.886 -0.12 0.11 -0.49
H 2.165 0.155 3.125 0.75 1.00 -2.29
C 3.098 2.869 3.010 0.20 -0.36 -0.51
C 3.547 2.130 1.725 -0.63 0.45 0.97
C 4.897 1.510 1.926 0.96 -0.28 -0.30
O 2.631 1.069 1.453 0.08 -0.62 1.32
H 2.023 3.044 3.022 -0.06 0.08 -0.17
H 3.606 3.828 3.115 0.03 -0.07 0.08
H 3.360 2.230 3.853 0.03 0.08 0.30
H 3.472 2.824 0.889 0.44 0.00 -0.10
H 5.246 1.006 1.024 0.07 0.30 -0.18
H 4.920 0.713 2.669 -0.56 0.00 0.29
H 5.652 2.213 2.278 -0.04 0.22 -0.27
H 2.092 1.318 0.699 -0.53 -0.10 -0.49
C -2.679 3.059 1.362 -0.87 -0.81 1.06
C -3.306 3.087 -0.017 1.61 3.80 -0.16
C -2.484 4.003 -0.965 0.34 0.59 0.03
O -3.344 1.845 -0.581 -0.42 -2.64 -0.54
H -1.604 2.923 1.484 0.12 0.34 -0.70
H -3.108 2.206 1.887 -0.18 -0.27 0.11
H -3.024 3.898 1.967 0.29 0.28 -0.26
H -4.300 3.528 0.057 -0.24 -0.28 0.17
H -1.423 3.754 -0.964 -0.02 -0.61 -0.09
H -2.435 5.065 -0.721 -0.56 0.06 0.55
H -2.840 4.004 -1.995 -0.15 -0.38 -0.03
H -4.022 1.822 -1.260 0.07 -0.15 -0.18
C -1.911 -4.343 1.530 0.83 0.31 -0.43
C -2.447 -3.318 0.543 -1.50 -0.21 0.44
C -3.948 -3.471 0.300 -0.57 -1.50 -0.83
O -2.360 -2.021 1.126 0.96 0.83 0.11
H -2.534 -4.442 2.418 -0.14 -0.19 -0.14
H -0.942 -3.955 1.844 0.12 -0.03 0.21
H -1.680 -5.293 1.049 -0.43 -0.16 0.14
H -1.844 -3.311 -0.365 -0.12 0.10 -0.03
H -4.263 -4.435 -0.099 0.51 -0.38 -0.20
H -4.414 -2.785 -0.407 0.38 0.50 0.25
H -4.500 -3.489 1.240 0.11 0.55 0.30
H -3.076 -1.982 1.764 -0.09 0.19 0.10
C 3.827 -0.074 -2.462 0.61 1.37 -0.14
C 2.705 -0.111 -3.475 0.81 -2.70 -0.78
C 2.888 -1.308 -4.431 -0.13 -0.28 0.03
O 1.497 -0.383 -2.809 -0.36 0.11 -0.24
H 3.900 -0.864 -1.715 -0.43 -0.31 -0.38
H 3.720 0.870 -1.927 0.17 0.05 0.29
H 4.775 -0.003 -2.996 0.14 -0.10 0.04
H 2.709 0.782 -4.100 -0.37 0.40 0.34
H 1.953 -1.614 -4.900 -0.17 0.56 -0.28
H 3.151 -2.222 -3.899 0.39 0.14 0.34
H 3.635 -1.129 -5.205 -0.01 0.06 0.05
H 1.460 0.218 -2.062 -0.05 0.28 0.22
C -1.678 -0.596 -4.114 -0.51 -1.32 -0.07
C -1.632 -1.688 -2.989 -0.50 -0.15 -2.09
C -1.128 -3.049 -3.515 -0.45 0.55 -0.67
O -0.826 -1.310 -1.964 0.75 0.43 2.65
H -1.516 0.445 -3.833 -0.15 -0.18 0.51
H -2.676 -0.735 -4.529 0.01 0.46 -0.43
H -0.957 -0.820 -4.900 0.06 -0.04 0.03
H -2.630 -1.774 -2.559 -0.21 -0.21 -0.08
H -0.943 -3.732 -2.687 -0.10 -0.05 -0.14
H -0.217 -2.903 -4.096 0.36 0.13 0.37
H -1.793 -3.477 -4.266 -0.37 -0.19 0.29
H 0.013 -1.015 -2.326 0.88 0.05 -0.35
```
Positions in Å, forces in eV/Å.

Calculated values
⟨S²⟩ = 0.754
Gap between HOMO and LUMO (spin up / spin down) = 9.74 / 3.49 eV
Charge = +1
DFT total energy = -34553.969 eV
F_max = 4.26 eV/A
Multiplicity = 2
HOMO energy (spin up / spin down) = -12.0 / -12.0 eV

Partial charges, Löwdin, in e: number 1, O, carries 0.205; number 2, H, carries -0.001; number 3, H, carries 0.094; number 4, H, carries 0.084; number 5, B, carries -0.401; number 6, H, carries 0.003; number 7, H, carries 0.006; number 8, H, carries -0.006; number 9, H, carries -0.010; number 10, C, carries 0.042; number 11, C, carries -0.394; number 12, C, carries -0.006; number 13, O, carries 0.257; number 14, H, carries 0.085; number 15, H, carries 0.114; number 16, H, carries 0.106; number 17, H, carries 0.211; number 18, H, carries 0.103; number 19, H, carries 0.110; number 20, H, carries 0.102; number 21, H, carries 0.092; number 22, C, carries -0.043; number 23, C, carries -0.454; number 24, C, carries -0.051; number 25, O, carries -0.087; number 26, H, carries 0.073; number 27, H, carries 0.088; number 28, H, carries 0.069; number 29, H, carries 0.150; number 30, H, carries 0.084; number 31, H, carries 0.081; number 32, H, carries 0.092; number 33, H, carries 0.003; number 34, C, carries -0.046; number 35, C, carries -0.483; number 36, C, carries -0.031; number 37, O, carries -0.037; number 38, H, carries 0.075; number 39, H, carries 0.075; number 40, H, carries 0.090; number 41, H, carries 0.144; number 42, H, carries 0.069; number 43, H, carries 0.083; number 44, H, carries 0.080; number 45, H, carries 0.133; number 46, C, carries -0.044; number 47, C, carries -0.461; number 48, C, carries -0.055; number 49, O, carries -0.077; number 50, H, carries 0.085; number 51, H, carries 0.072; number 52, H, carries 0.089; number 53, H, carries 0.124; number 54, H, carries 0.085; number 55, H, carries 0.080; number 56, H, carries 0.083; number 57, H, carries 0.086; number 58, C, carries -0.051; number 59, C, carries -0.452; number 60, C, carries -0.047; number 61, O, carries -0.097; number 62, H, carries 0.093; number 63, H, carries 0.063; number 64, H, carries 0.086; number 65, H, carries 0.146; number 66, H, carries 0.063; number 67, H, carries 0.081; number 68, H, carries 0.081; number 69, H, carries -0.010; number 70, C, carries -0.020; number 71, C, carries -0.483; number 72, C, carries -0.028; number 73, O, carries -0.077; number 74, H, carries 0.078; number 75, H, carries 0.075; number 76, H, carries 0.074; number 77, H, carries 0.128; number 78, H, carries 0.074; number 79, H, carries 0.071; number 80, H, carries 0.083; number 81, H, carries 0.052

***

Question: The lowest DFT total energy belongs to which entry?
Answer: C14H29Cl22INS